106
Properties=species:S:1:pos:R:3 method="wB97M-V/def2-TZVPD" e_above_lowest_ev=0.0000 orbital_gap_ev="6.988 / 6.722" charge=-1 e_tot_ev=-86940.833 homo_ev="-4.614 / -4.622" spin_multiplicity=2
Pt -0.2435 -1.4070 0.5580
O 4.0973 -1.9203 0.7817
C 3.2292 -1.9741 1.6143
O 1.9401 -2.2036 1.3628
C 3.4219 -1.9165 3.1006
C 4.6366 -2.1154 3.7299
C 4.6676 -2.1851 5.1171
C 3.4878 -2.0771 5.8424
C 2.2721 -1.8651 5.1978
C 2.2424 -1.7523 3.8174
P 0.7978 -1.4863 2.6741
C 0.0504 -3.1855 3.0101
C -0.8995 -3.3582 4.0213
C -1.3836 -4.6175 4.3520
C -0.9284 -5.7418 3.6816
C 0.0124 -5.5908 2.6745
C 0.4888 -4.3323 2.3377
C -0.3996 -0.4488 3.6699
C 0.0355 0.3948 4.6918
C -0.8489 1.2421 5.3445
C -2.1872 1.2749 4.9787
C -2.6307 0.4577 3.9502
C -1.7421 -0.3885 3.3019
H 5.5311 -2.2319 3.1309
H 5.6063 -2.3439 5.6331
H 3.5130 -2.1637 6.9222
H 1.3594 -1.7963 5.7774
H -1.2649 -2.5045 4.5747
H -2.1191 -4.7152 5.1417
H -1.3074 -6.7238 3.9364
H 0.3728 -6.4578 2.1341
H 1.2187 -4.2402 1.5480
H 1.0826 0.4182 4.9600
H -0.4852 1.8941 6.1296
H -2.8752 1.9429 5.4824
H -3.6693 0.4788 3.6427
H -2.1053 -1.0159 2.4987
C -3.4164 3.8844 -7.1691
C -2.8288 3.2295 -5.9468
C -2.9353 3.8146 -4.6945
C -2.4016 3.2151 -3.5545
C -2.5844 3.9243 -2.2345
C -1.7278 1.9891 -3.6610
Te -0.8818 1.1011 -1.8649
N 0.5660 0.4166 0.3458
C 1.1968 0.8520 1.3576
O 1.6754 0.0995 2.3394
C 1.5243 2.3023 1.5014
C 2.6874 2.7024 2.1536
C 2.9819 4.0506 2.2873
C 2.1083 5.0074 1.7858
C 0.9376 4.6104 1.1548
C 0.6462 3.2614 1.0106
C 1.0721 1.0345 -2.7050
C 1.7006 -0.1911 -2.9440
C 1.1023 -1.5395 -2.6334
C 2.9895 -0.1994 -3.4840
C 3.6670 0.9640 -3.7902
C 5.0603 0.9359 -4.3589
C 3.0297 2.1739 -3.5367
C 1.7554 2.2306 -2.9907
C 1.1538 3.5842 -2.7289
C -1.6388 1.3771 -4.9211
C -0.9599 0.0472 -5.1127
C -2.1805 2.0061 -6.0384
H -3.8196 4.8690 -6.9312
H -4.2257 3.2815 -7.5871
H -2.6647 4.0075 -7.9514
H -3.4459 4.7682 -4.5982
H -3.1014 4.8737 -2.3824
H -1.6248 4.1177 -1.7523
H -3.1708 3.3240 -1.5365
H 3.3520 1.9459 2.5503
H 3.8924 4.3581 2.7869
H 2.3400 6.0606 1.8882
H 0.2477 5.3534 0.7730
H -0.2605 2.9351 0.5171
H 0.0519 -1.4840 -2.3561
H 1.6463 -1.9979 -1.8030
H 1.1973 -2.2018 -3.4976
H 3.4734 -1.1569 -3.6515
H 5.3931 -0.0875 -4.5311
H 5.7686 1.4087 -3.6753
H 5.1095 1.4754 -5.3071
H 3.5492 3.1027 -3.7536
H 1.9127 4.3621 -2.8221
H 0.7325 3.6300 -1.7247
H 0.3485 3.7998 -3.4359
H -1.1307 -0.6029 -4.2545
H 0.1211 0.1701 -5.2141
H -1.3325 -0.4494 -6.0101
H -2.0969 1.5215 -7.0073
C -4.2864 -2.1507 1.5159
Si -3.2530 -2.7912 0.0732
C -4.3672 -2.9173 -1.4332
C -2.6699 -4.5165 0.5111
O -2.0434 -1.7643 -0.2875
H -5.3184 -2.5078 1.4693
H -4.3082 -1.0576 1.4967
H -3.8686 -2.4615 2.4776
H -5.2692 -3.4978 -1.2219
H -3.8408 -3.3951 -2.2631
H -4.6699 -1.9212 -1.7653
H -3.4977 -5.2310 0.4789
H -2.2415 -4.5437 1.5149
H -1.9015 -4.8571 -0.1882

11
Properties=species:S:1:pos:R:3 method="wB97M-V/def2-TZVPD" e_above_lowest_ev=0.4942 orbital_gap_ev="7.271 / 10.291" charge=0 e_tot_ev=-19804.024 homo_ev="-6.401 / -10.970" spin_multiplicity=3
C -2.0895 1.2357 0.3821
C 1.4950 -0.6957 -0.9402
C -0.0561 -0.1284 0.6971
O -3.1884 0.9130 0.7054
O 0.0880 -0.6005 -0.5609
Cl -0.7145 -1.1757 1.8796
H -1.7924 2.0396 -0.2623
H 1.7736 0.0441 -1.7071
H 1.6927 -1.7084 -1.2416
H 2.0434 -0.4879 -0.0111
H 0.7481 0.5642 1.0590

12
Properties=species:S:1:pos:R:3 method="wB97M-V/def2-TZVPD" e_above_lowest_ev=5.4993 orbital_gap_ev="8.284 / 8.988" charge=+1 e_tot_ev=-9345.596 homo_ev="-15.071 / -15.168"
C -1.4519 0.0720 0.5258
C -0.6538 1.1448 0.0012
C -0.9202 -1.1556 0.2616
C 0.7293 1.0579 -0.1694
C 1.1780 -0.5069 -0.2301
O 1.4485 0.3036 0.7833
O 0.2817 -1.4122 -0.2420
H -2.5140 0.2981 0.8861
H -1.0638 2.0215 -0.5172
H -1.6053 -2.0291 0.4560
H 1.2329 1.7672 -0.8379
H 3.3386 -1.5614 -0.9174

17
Properties=species:S:1:pos:R:3 method="wB97M-V/def2-TZVPD" e_above_lowest_ev=5.7553 orbital_gap_ev=9.458 charge=0 e_tot_ev=-9795.712 homo_ev=-8.455
C -1.8403 -0.7751 -0.3296
C -0.7524 1.3791 0.2211
C 0.5625 0.6416 -0.2236
C 1.5726 -1.2369 0.1449
C 0.3625 -0.4080 0.7275
H -1.7869 -1.8583 0.0557
H -1.6753 -0.7738 -1.4716
H -2.9729 -0.4234 -0.3395
H -0.7650 1.8748 1.1402
H -1.3425 1.8794 -0.5154
H 0.1999 0.2478 -1.1170
H 2.5630 1.4262 -0.6710
H 1.6571 -2.3659 0.2053
H 0.6957 -0.0930 1.7303
N -1.0504 -0.0499 0.5460
N 2.0553 0.9470 -0.0146
N 2.5171 -0.4117 -0.0887

50
Properties=species:S:1:pos:R:3 method="wB97M-V/def2-TZVPD" smiles="CCCCC[C@H](O)/C=C/[C@H]1O[C@@H](O)C[C@H](O)[C@@H]1CCC(=O)O" e_above_lowest_ev=0.0000 orbital_gap_ev=9.479 charge=0 e_tot_ev=-29330.806 homo_ev=-9.110
C -2.5341 -1.9173 -3.7778
C -3.8942 -1.7372 -3.0640
C -3.8814 -0.4373 -2.1776
C -3.1836 -0.6937 -0.8514
C -3.3842 0.4349 0.1510
C -2.9591 0.0501 1.5816
O -3.3909 1.0713 2.4578
C -1.4484 -0.0964 1.6309
C -0.5017 0.8693 1.9851
C 0.9729 0.5103 2.0619
O 1.0308 -0.8216 2.6031
C 2.3367 -1.3717 2.7659
O 2.0983 -2.6196 3.4135
C 2.9908 -1.5718 1.4115
C 3.1225 -0.2123 0.7701
O 4.0880 0.5105 1.4657
C 1.7431 0.5137 0.6871
C 1.9085 1.9632 0.2383
C 2.4644 2.1396 -1.2140
C 3.9847 2.1853 -1.4012
O 4.8177 2.1048 -0.4982
O 4.3380 2.3503 -2.6402
H -1.7412 -2.0103 -3.0670
H -2.6136 -2.8606 -4.3232
H -2.2968 -1.0685 -4.4580
H -4.1164 -2.6249 -2.4600
H -4.6774 -1.6534 -3.8168
H -3.3410 0.3572 -2.6999
H -4.8800 -0.0952 -2.0269
H -3.5873 -1.6180 -0.4629
H -2.0873 -0.8720 -1.0074
H -4.4412 0.7006 0.1328
H -2.8039 1.2827 -0.1945
H -3.3859 -0.8963 1.9229
H -2.8986 1.0088 3.2901
H -1.1156 -1.0971 1.3773
H -0.8459 1.8752 2.1874
H 1.4192 1.1816 2.7949
H 2.9352 -0.6630 3.3658
H 1.2923 -2.4231 3.8720
H 4.0012 -1.9845 1.5663
H 2.4380 -2.2271 0.7543
H 3.4423 -0.3960 -0.2146
H 4.4434 1.2120 0.8888
H 1.1402 -0.0431 -0.0646
H 2.5424 2.5019 0.9287
H 0.9199 2.4649 0.2274
H 2.1256 1.3314 -1.8817
H 2.0897 3.0752 -1.6194
H 5.3238 2.3175 -2.6114

54
Properties=species:S:1:pos:R:3 method="wB97M-V/def2-TZVPD" smiles="CCCc1ncoc1C(=O)NC1(CNC(=O)[C@@H](NC(=O)C(F)(F)F)C(C)C)CC1" e_above_lowest_ev=0.7199 orbital_gap_ev=10.109 charge=0 e_tot_ev=-41375.753 homo_ev=-9.503
C 1.7665 5.0060 -0.2339
C 0.5774 4.2795 0.3783
C 0.9667 2.8904 0.8924
C -0.1872 2.1853 1.5131
N -0.5014 2.3368 2.8584
C -1.5633 1.6292 3.0282
O -2.0138 1.0110 1.9281
C -1.1180 1.3745 0.9522
C -1.2659 0.8343 -0.4059
O -0.5080 1.1930 -1.3022
N -2.2606 -0.0690 -0.5643
C -2.4962 -0.7627 -1.8025
C -1.7184 -2.0390 -1.9895
N -0.2655 -1.7850 -2.1798
C 0.5535 -2.4798 -1.2686
O 0.9852 -3.5825 -1.4886
C 1.0309 -1.7377 -0.0049
N 0.8899 -2.6201 1.1412
C -0.2831 -2.7359 1.7743
O -1.2926 -2.1053 1.5306
C -0.3086 -3.7581 2.9315
F 0.8629 -4.4081 3.0679
F -0.5668 -3.1371 4.0846
F -1.2590 -4.6686 2.7210
C 2.4885 -1.2890 -0.1641
C 2.9458 -0.5127 1.0667
C 2.6475 -0.4481 -1.4287
C -3.9033 -0.7087 -2.3292
C -2.8138 0.0807 -2.9978
H 1.4830 5.9924 -0.6014
H 2.5645 5.1389 0.4995
H 2.1758 4.4409 -1.0737
H 0.1608 4.8625 1.2035
H -0.2151 4.1637 -0.3649
H 1.3468 2.2989 0.0589
H 1.7540 2.9825 1.6444
H -2.1232 1.4780 3.9363
H -2.6566 -0.4646 0.2763
H -1.8811 -2.6812 -1.1184
H -2.1116 -2.5690 -2.8591
H -0.1225 -0.7831 -2.0586
H 0.4060 -0.8665 0.1852
H 1.6151 -3.2958 1.3237
H 3.0914 -2.1982 -0.2722
H 2.3339 0.3828 1.1998
H 2.8757 -1.1039 1.9800
H 3.9828 -0.1954 0.9506
H 1.9907 0.4251 -1.3979
H 3.6754 -0.0962 -1.5184
H 2.4131 -1.0173 -2.3299
H -4.2850 -1.5895 -2.8262
H -4.6239 -0.1651 -1.7349
H -2.8012 1.1513 -2.8598
H -2.4384 -0.2646 -3.9511

97
Properties=species:S:1:pos:R:3 method="wB97M-V/def2-TZVPD" orbital_gap_ev=10.263 charge=0 e_tot_ev=-678747.503 homo_ev=-10.512
O 0.1534 -1.1252 3.3386
C 1.2628 -1.4552 3.0628
O 1.7787 -1.3874 1.8333
C 2.2058 -2.0170 4.0875
S 2.7323 -3.6539 3.4716
C 2.2786 -4.8038 5.0053
O 1.5403 -5.6877 4.6612
O 2.7656 -4.4042 5.9865
H 1.1920 -1.9064 1.2656
H 3.0781 -1.4186 4.2207
H 1.7065 -2.1688 5.0140
H 4.0648 -3.5295 3.3721
C 2.2059 -3.5227 -1.4154
Cl 1.7653 -4.1880 -2.9778
Cl 0.9371 -3.7993 -0.1897
Cl 3.7368 -4.1969 -0.8569
H 2.3287 -2.4581 -1.5243
C -2.4053 1.3506 2.5782
Cl -1.3679 2.6501 1.9778
Cl -3.2245 1.8370 4.0599
Cl -3.5756 0.8888 1.3392
H -1.7806 0.4930 2.7959
C -2.1541 -3.4372 -3.7908
Cl -2.5698 -1.7611 -4.1716
Cl -1.2625 -4.1636 -5.1319
Cl -1.2213 -3.6033 -2.2995
H -3.0842 -3.9726 -3.6589
C 1.8043 2.5152 3.8970
Cl 2.8733 2.4804 2.4952
Cl 2.0708 1.0992 4.9204
Cl 2.0158 4.0007 4.8175
H 0.7888 2.4691 3.5358
C -6.6220 2.6760 6.7573
Cl -4.8882 2.6451 6.4426
Cl -7.5351 2.5797 5.2511
Cl -7.0809 1.3697 7.8511
H -6.8589 3.6154 7.2365
C 2.9181 0.2752 -3.9186
Cl 2.7140 -0.5230 -5.4769
Cl 1.5079 0.0084 -2.8889
Cl 4.3810 -0.2654 -3.1045
H 2.9990 1.3399 -4.0910
C -3.5392 1.8758 -5.5678
Cl -3.9212 1.0628 -7.0865
Cl -4.7040 1.4385 -4.3154
Cl -1.8962 1.4913 -5.0516
H -3.6011 2.9410 -5.7278
C -3.1480 5.3352 -8.0041
Cl -4.6201 4.3928 -7.7276
Cl -2.2779 5.5738 -6.4865
Cl -2.1170 4.5478 -9.1945
H -3.4352 6.3065 -8.3851
C -6.2319 3.0974 -10.8546
Cl -7.6622 3.9211 -11.4842
Cl -6.3761 1.3509 -11.0548
Cl -4.7738 3.7064 -11.6303
H -6.1609 3.3094 -9.7975
C -4.1613 -2.6743 0.6769
Cl -2.4110 -2.6429 0.4701
Cl -4.9674 -2.6671 -0.8958
Cl -4.6555 -4.0718 1.6301
H -4.4543 -1.7815 1.2084
C 1.2534 -4.2041 -8.5872
Cl 0.6264 -5.4071 -7.4623
Cl -0.0602 -3.4024 -9.4480
Cl 2.2555 -3.0326 -7.7260
H 1.8726 -4.7119 -9.3125
C 2.4811 -5.1604 9.5274
Cl 1.1918 -6.2773 9.9705
Cl 2.0524 -3.5055 9.9583
Cl 4.0022 -5.6295 10.2973
H 2.6172 -5.2030 8.4531
C 4.9971 -4.8939 13.8688
Cl 3.7190 -6.0225 14.3120
Cl 4.5407 -3.2388 14.2734
Cl 6.5207 -5.3309 14.6463
H 5.1363 -4.9497 12.7989
C 5.3140 3.0689 -0.2951
Cl 3.9556 2.0560 -0.7852
Cl 6.1731 3.6889 -1.7061
Cl 4.7586 4.3901 0.7335
H 6.0065 2.4651 0.2749
C 8.7866 -0.4950 -2.4884
Cl 7.6603 -1.8487 -2.5742
Cl 7.9358 1.0265 -2.1980
Cl 10.0025 -0.7766 -1.2415
H 9.2932 -0.4186 -3.4399
C -3.7373 7.8262 -11.5431
Cl -5.2079 6.9031 -11.2514
Cl -2.8442 8.0614 -10.0359
Cl -2.7235 7.0279 -12.7437
H -4.0156 8.7981 -11.9247
C -2.6498 3.4944 9.8657
Cl -4.1950 2.6481 9.7651
Cl -2.1304 4.0735 8.2809
Cl -2.7401 4.8292 11.0149
H -1.9088 2.7939 10.2231

90
Properties=species:S:1:pos:R:3 method="wB97M-V/def2-TZVPD" e_above_lowest_ev=3.1890 orbital_gap_ev="6.723 / 4.162" charge=+2 e_tot_ev=-65062.061 homo_ev="-12.516 / -13.104" spin_multiplicity=5
Pt 0.9067 -1.7001 -3.2027
C -3.0535 0.8306 -0.6815
C -3.3546 0.6456 -1.9929
C -3.3593 1.6432 -3.0926
C -1.9868 1.9378 -3.8617
C -0.9000 2.5773 -3.1002
C -0.8828 2.9051 -1.7995
C -2.0894 3.2014 -0.9196
C -2.5262 2.0577 -0.0110
C 2.1372 -0.2023 -3.5221
H -3.0434 -0.0683 -0.0461
H -3.7128 -0.3636 -2.2599
H -3.7991 2.6305 -2.8698
H -3.9827 1.2144 -3.9070
H -1.6002 0.9918 -4.2630
H -2.2076 2.5359 -4.7647
H 0.0267 2.6789 -3.6570
H 0.0880 3.0989 -1.3075
H -2.9179 3.5172 -1.5590
H -1.8212 4.0463 -0.2552
H -1.6682 1.6489 0.5430
H -3.1430 2.4537 0.8096
H 3.0839 -0.7920 -3.3699
H 2.0414 0.5440 -2.7180
H 2.0013 0.2556 -4.5152
P -0.0899 -1.5316 -7.1440
P 1.2025 0.5695 -7.3547
C -1.2506 -0.2174 -7.5890
C -0.5130 0.9124 -7.8005
C -0.3589 -2.6160 -8.6617
C -1.3656 -2.4104 -9.6214
C -1.6272 -3.3724 -10.6051
C -0.8458 -4.5319 -10.6881
C 0.2460 -4.6755 -9.8128
C 0.4924 -3.7256 -8.8159
C -0.8253 -2.3668 -5.7461
C 0.0896 -2.8909 -4.7208
C -0.4786 -3.7910 -3.7563
C -1.8471 -4.0630 -3.8043
C -2.6691 -3.6167 -4.8500
C -2.1353 -2.7983 -5.8562
C 2.0260 0.7569 -9.0362
C 1.7929 -0.2025 -10.0393
C 2.2611 -0.0263 -11.3430
C 3.0385 1.0929 -11.6672
C 3.3051 2.0364 -10.6659
C 2.8073 1.8769 -9.3627
C 1.6787 2.0889 -6.4602
C 2.9913 2.1252 -5.9475
C 3.4624 3.2838 -5.3387
C 2.6272 4.4072 -5.2514
C 1.3187 4.3644 -5.7426
C 0.8316 3.1972 -6.3250
H -2.3321 -0.3425 -7.6883
H -0.8403 1.8683 -8.2104
H -1.9781 -1.5083 -9.5772
H -2.4645 -3.2286 -11.2937
H -1.0813 -5.2995 -11.4424
H 0.8857 -5.5546 -9.9074
H 1.3442 -3.8528 -8.1411
H 1.2172 -2.8494 -4.9356
H 0.1597 -4.1998 -2.9592
H -2.2817 -4.6734 -3.0019
H -3.6974 -3.9402 -4.9182
H -2.7360 -2.5428 -6.7379
H 1.2129 -1.0958 -9.8009
H 2.0419 -0.7747 -12.1036
H 3.4159 1.2237 -12.6878
H 3.9242 2.8999 -10.9067
H 3.0182 2.6460 -8.6150
H 3.6435 1.2474 -6.0226
H 4.4792 3.3185 -4.9428
H 2.9979 5.3302 -4.8081
H 0.6645 5.2328 -5.6879
H -0.1860 3.1475 -6.7066
C 0.9716 0.7269 1.7668
C 0.5184 -0.7042 1.4381
C 1.4357 -1.6377 2.2542
C -0.8672 -0.7777 2.0666
C 0.5764 -0.9199 -0.0620
C 0.8145 -1.2128 -1.2536
H 0.9045 0.8103 2.8599
H 0.3012 1.4760 1.3194
H 1.9964 0.9399 1.4512
H 1.2530 -1.3672 3.3095
H 1.2423 -2.7099 2.1022
H 2.5007 -1.4823 2.0334
H -1.5223 0.0154 1.7020
H -1.3673 -1.7313 1.9352
H -0.6940 -0.5828 3.1316

22
Properties=species:S:1:pos:R:3 method="wB97M-V/def2-TZVPD" e_above_lowest_ev=2.0254 orbital_gap_ev=9.674 charge=+1 e_tot_ev=-9978.219 homo_ev=-13.532
C -1.1219 1.2396 2.4851
C 0.2689 1.0419 1.8336
C 0.5645 1.9095 0.5845
C 1.7617 2.1014 0.0130
H -1.9369 0.8412 1.8412
H -1.2153 0.5574 3.3331
H -1.3484 2.3002 2.6438
H 0.4494 -0.0134 1.5438
H 1.0338 1.2058 2.5809
H -0.2593 2.4413 0.1695
H 1.9809 2.8489 -0.7531
H 2.6425 1.4790 0.2522
O -0.6230 -2.8509 -1.9116
C 0.4078 -2.2154 -1.5880
C 0.3122 -0.8162 -1.0142
N -1.1521 -0.5108 -0.7007
H 1.4185 -2.7406 -1.5417
H 0.9218 -0.7752 -0.1179
H 0.6934 -0.0600 -1.6621
H -1.4030 0.4086 -1.0946
H -1.7629 -1.1996 -1.1997
H -1.3248 -0.4751 0.3179